Record 1
# C6H12N4O

2 unconnected molecules or ions with the total composition C6H12N4O (ωB97M-V with the def2-TZVPD basis set, the Open Molecules 2025 dataset).

Properties
- ΔE to the lowest compared entry with this formula, charge and spin: 130.6 kJ/mol
- Spin multiplicity: 1
- Structure (SMILES): [H]/N=C(\N)C(C)=O.C=C/C=N/N
- Net charge: 0
- HOMO level: -8.3 eV
- E_LUMO: 0.212 eV

Geometry as XYZ:
```
23
Properties=species:S:1:pos:R:3:forces:R:3:mulliken_charge:R:1
O -0.2509 1.3978 -0.8125 -0.56 -0.02 0.94 -0.581
N 1.8723 1.5867 0.6390 0.14 -0.34 0.36 -0.433
N 0.5046 1.4626 2.5930 -0.32 -0.31 -0.42 -0.668
N -0.4371 -1.0465 -2.3669 -0.08 0.87 -0.08 -0.311
N -1.6512 -0.4775 -2.6620 -0.11 -0.44 -0.54 -0.586
C 1.1166 -1.9436 -0.8003 -0.66 0.43 -0.75 0.035
C 0.7008 1.4592 1.3312 0.11 0.13 0.24 0.198
C -1.8608 1.3411 0.9871 0.13 0.17 0.34 -1.114
C 1.3520 -2.6037 0.3201 -0.03 -0.11 0.11 -0.822
C -0.2720 -1.5812 -1.2333 0.73 -0.74 0.76 -0.148
C -0.4866 1.3792 0.3854 0.11 0.47 -0.75 0.928
H -2.0932 0.0154 -1.8920 0.22 -0.09 -0.09 0.270
H -2.3171 0.3652 0.8087 -0.02 0.04 -0.08 0.245
H -1.7656 1.4933 2.0679 -0.19 -0.05 -0.30 0.363
H -2.4822 2.1259 0.5391 0.13 -0.25 0.02 0.307
H 1.9592 -1.5724 -1.4057 -0.63 -0.21 0.10 0.360
H 2.7010 1.3131 1.1449 0.04 0.07 -0.19 0.252
H 1.7934 1.2716 -0.3175 0.18 0.10 -0.07 0.289
H -1.5453 0.1183 -3.4800 -0.07 -0.20 0.46 0.288
H 0.5151 -2.9638 0.9113 0.25 -0.03 0.17 0.243
H -1.0938 -1.7995 -0.5027 0.47 0.47 -0.51 0.390
H 1.3689 1.4541 3.1223 0.22 0.18 0.06 0.229
H 2.3719 -2.7953 0.6229 -0.10 -0.15 0.22 0.267
```
Forces are in eV/Å.

Record 2
# C9H13PS2

2 unconnected molecules or ions with the total composition C9H13PS2 (ωB97M-V with the def2-TZVPD basis set, the Open Molecules 2025 dataset).

Properties
- ΔE to the lowest compared entry with this formula, charge and spin: 264.4 kJ/mol
- Spin multiplicity: 1
- Net charge: 0
- HOMO level (alpha / beta): -7.7 / -7.7 eV
- E_LUMO (alpha / beta): -1.567 / -1.566 eV

Geometry as XYZ:
```
25
Properties=species:S:1:pos:R:3:forces:R:3:mulliken_charge:R:1
S -1.9916 1.1971 -1.4599 0.07 0.27 -0.54 -0.413
S -2.0105 -2.1856 -0.2921 0.44 -0.14 -1.09 -0.090
P -1.5343 0.1667 0.1009 0.10 -0.44 -0.09 0.242
C -3.0673 1.4330 1.8554 -2.51 2.40 1.39 -1.318
C 3.1098 0.4617 -1.5507 -1.52 -1.09 -0.95 -0.479
C -1.9464 -2.4219 -1.8975 -0.40 0.95 2.73 -0.322
C 3.1515 1.4145 -0.6064 1.93 2.09 0.92 -0.079
C 2.2463 -1.0805 0.1288 1.56 -0.03 -1.47 -0.493
C 2.8760 1.1652 0.7467 -0.04 2.07 -1.71 -0.629
C 2.6625 -0.8374 -1.1783 1.23 -0.07 -0.67 -0.138
C -3.0367 0.1934 1.1799 -0.91 -4.15 -3.57 -0.352
C 2.3563 -0.0036 1.0396 -1.89 -4.95 3.25 -0.121
H -2.2153 -1.7402 -2.6387 -0.31 1.64 -0.86 0.275
H 2.9723 -1.6295 -1.9046 -1.12 0.36 0.73 0.321
H -3.9205 1.5557 2.5578 0.52 -0.18 -0.22 0.314
H 2.9070 1.9282 1.4824 0.40 0.63 0.47 0.393
H -1.6256 -3.3296 -2.2308 0.71 -2.56 -0.86 0.303
H -2.1734 1.5572 2.3729 1.60 0.66 1.20 0.405
H -3.1896 2.2224 1.1273 0.17 0.44 -0.15 0.329
H 3.2451 0.7861 -2.5937 0.43 -0.68 0.49 0.320
H 2.0927 -0.3127 2.1147 0.35 0.90 -1.54 0.240
H 3.6987 2.3326 -0.8727 -0.82 -0.05 0.14 0.298
H -3.8670 0.0286 0.3721 1.05 0.32 1.81 0.298
H 2.1689 -2.1453 0.3975 -0.56 0.80 0.34 0.363
H -2.9091 -0.7561 1.7496 -0.49 0.81 0.25 0.332
```
Forces are in eV/Å.

Record 3
# C4H7NO

2 unconnected molecules or ions with the total composition C4H7NO (ωB97M-V with the def2-TZVPD basis set, the Open Molecules 2025 dataset).

Properties
- ΔE to the lowest compared entry with this formula, charge and spin: 322.5 kJ/mol
- Spin multiplicity: 1
- Net charge: 0
- HOMO level: -10.4 eV
- E_LUMO: 1.025 eV

Geometry as XYZ:
```
13
Properties=species:S:1:pos:R:3:forces:R:3:mulliken_charge:R:1
O -0.6048 0.1578 -1.0822 -0.18 0.13 0.09 -0.363
N 0.5639 0.1147 1.7512 1.05 -0.49 -0.25 0.039
C -0.1470 -1.0483 -1.6760 0.04 -0.29 -0.13 -0.239
C -0.7009 0.6888 2.0564 -0.15 0.07 0.02 -0.595
C 0.6733 0.1608 -1.7062 0.27 0.08 -0.13 -0.256
C 1.5932 -0.3635 1.4596 -1.00 0.46 0.35 -0.238
H -0.6865 -1.3574 -2.5709 0.08 0.07 0.15 0.241
H -1.1601 0.1444 2.8853 0.07 0.07 -0.14 0.286
H 0.7369 0.7463 -2.6226 -0.04 -0.11 0.13 0.223
H 0.1092 -1.8447 -0.9780 -0.04 0.15 -0.08 0.224
H -1.3287 0.6281 1.1652 0.07 0.02 0.15 0.255
H -0.5684 1.7348 2.3441 -0.01 -0.16 -0.05 0.265
H 1.5200 0.2382 -1.0259 -0.15 0.00 -0.12 0.159
```
Forces are in eV/Å.

Record 4
# C10H12I2MoNO8S2

A molecular structure, C10H12I2MoNO8S2 (ωB97M-V with the def2-TZVPD basis set, the Open Molecules 2025 dataset).

Properties
- ΔE to the lowest compared entry with this formula, charge and spin: 0.0 kJ/mol
- Spin multiplicity: 3
- Expectation value of S²: 2.01
- Net charge: +1
- HOMO level (alpha / beta): -12.9 / -12.9 eV
- E_LUMO (alpha / beta): -5.084 / -5.248 eV

Geometry as XYZ:
```
36
Properties=species:S:1:pos:R:3:forces:R:3:mulliken_charge:R:1
I -2.6678 -2.1749 1.0020 0.00 -0.03 -0.01 0.180
I 0.0285 -1.6295 -1.2820 -0.01 -0.02 -0.03 0.333
Mo 0.3312 0.4947 0.5656 -0.02 0.25 0.24 1.014
S 3.3647 1.2740 1.0743 0.04 -0.15 -0.01 1.771
S 0.7279 0.3561 3.2251 0.04 0.03 0.08 1.568
O -2.8207 2.6863 1.1776 0.01 0.04 -0.02 -0.512
O -1.3923 1.2028 0.3108 0.24 -0.28 -0.10 -0.466
O -0.0416 0.2313 4.4002 -0.02 0.01 -0.01 -0.580
O 0.4565 -0.7379 2.1785 0.04 -0.01 -0.07 -0.510
O 4.6276 1.0685 0.4562 0.00 0.04 -0.01 -0.695
O 0.4749 1.5658 2.3633 0.08 0.05 -0.14 -0.544
O 2.3345 0.3167 0.4157 -0.28 -0.01 0.03 -0.572
O 2.7961 2.5978 1.0893 0.04 0.00 0.01 -0.733
N 0.8341 2.0574 -0.9134 0.02 0.05 0.01 -0.301
C -1.8619 2.4873 0.5114 -0.04 -0.06 0.02 0.515
C 3.4956 0.6641 2.7502 0.01 0.06 -0.07 -0.271
C 4.0274 -0.1700 5.3658 0.02 0.01 -0.04 -0.690
C -0.9662 -2.9839 0.0739 -0.02 0.00 0.02 -0.940
C -0.2571 2.9463 -1.3982 -0.01 0.01 0.03 -0.642
C -1.0373 3.5174 -0.2257 -0.03 0.03 0.02 -0.491
C 2.7162 -0.0889 4.9153 -0.02 -0.02 0.05 -0.560
C 5.0639 0.1581 4.5150 -0.06 -0.01 0.02 -0.648
C 2.4449 0.3254 3.6199 -0.07 -0.04 0.02 0.536
C 4.7957 0.5701 3.2134 0.04 0.00 -0.01 -0.629
H 0.1769 3.7538 -1.9874 0.00 0.00 0.00 0.404
H 6.0900 0.0981 4.8502 0.00 0.00 0.01 0.421
H -0.2194 -3.2535 0.8103 0.00 0.04 0.01 0.395
H 4.2220 -0.4893 6.3798 0.01 0.00 0.00 0.420
H 1.5371 2.6126 -0.4070 -0.01 0.01 0.00 0.393
H -0.3613 3.9776 0.5034 0.01 -0.01 -0.01 0.262
H -0.9078 2.3615 -2.0471 0.00 0.01 0.00 0.350
H 5.6055 0.8200 2.5432 0.00 0.00 -0.01 0.539
H -1.7120 4.3051 -0.5576 -0.01 -0.02 0.00 0.387
H -1.2399 -3.8273 -0.5489 0.00 0.02 -0.02 0.476
H 1.8979 -0.3408 5.5743 -0.01 0.01 -0.01 0.534
H 1.3369 1.6559 -1.7032 0.00 0.01 0.01 0.286
```
Forces are in eV/Å.